(1)
Formula: C7H9O7PPm
Source: the OMol25 dataset
Level of theory: the ωB97M-V functional and the def2-TZVPD basis

Structure (ORCA input):
```
! wB97M-V def2-TZVPD RIJCOSX def2/J DEFGRID3
* xyz 3 5
Pm -1.006 -0.193 -2.025
P -0.979 -0.400 0.819
O -1.763 1.201 0.877
O -0.364 3.173 -2.013
O 2.736 -0.192 -2.602
O -3.080 -0.190 -5.279
O -0.872 -0.607 2.442
O -0.360 -3.577 -2.108
O 0.239 -1.801 0.534
C 1.630 -1.530 0.586
C -2.345 -0.200 -4.386
C 1.580 -0.178 -2.438
C -0.368 2.002 -2.068
C 0.293 -0.193 3.200
C -0.381 -2.396 -2.143
C -0.819 2.248 1.139
H 1.983 -2.018 1.495
H 0.872 -1.110 3.311
H 1.851 -0.437 0.621
H 2.088 -1.941 -0.317
H -0.688 2.411 2.221
H 0.895 0.582 2.670
H 0.178 2.072 0.672
H -0.016 0.204 4.155
H -1.305 3.070 0.637
*
```

Calculated values
DFT total energy = -1747.15997 hartree
frontier orbital gap (alpha / beta) = 0.218 / 0.228 Ha
⟨S²⟩ = 6.012
molar mass = 381.12 g mol⁻¹
relative energy (zero: lowest compared OMol25 entry of this formula, charge and spin) = 4.9927 eV
HOMO (alpha / beta) = -20.8 / -20.9 eV

---

(2)
Formula: C7H9PS2
Source: the OMol25 dataset
Level of theory: the ωB97M-V functional and the def2-TZVPD basis

Structure (ORCA input):
```
! wB97M-V def2-TZVPD RIJCOSX def2/J DEFGRID3
* xyz 0 1
S -0.637 -3.058 0.664
S -0.302 -4.070 -2.149
P -0.087 0.380 -0.991
C 2.369 0.476 0.833
C 0.441 1.590 0.423
C 0.134 0.146 0.809
C -1.867 0.619 -0.873
C -0.434 -2.914 -0.924
C 1.884 1.762 0.440
C 1.405 -0.447 1.156
H -2.346 0.732 -1.780
H -2.195 -0.352 -0.602
H 2.671 2.422 0.151
H -0.868 0.025 1.288
H -0.979 -5.167 -1.642
H 1.710 -1.513 1.467
H -2.009 1.470 -0.175
H -0.384 2.324 0.538
H 3.383 0.331 0.636
*
```

Calculated values
DFT total energy = -1409.65855 hartree
frontier orbital gap (alpha / beta) = 0.186 / 0.286 Ha
molar mass = 188.26 g mol⁻¹
relative energy (zero: lowest compared OMol25 entry of this formula, charge and spin) = 5.8687 eV
HOMO (alpha / beta) = -6.4 / -8.2 eV

---

(3)
Formula: C80H200AsB4F22N10O10
Source: the OMol25 dataset
Level of theory: the ωB97M-V functional and the def2-TZVPD basis

Structure (ORCA input):
```
! wB97M-V def2-TZVPD RIJCOSX def2/J DEFGRID3
* xyz 5 1
As -4.322 -5.449 3.661
F -5.224 -6.731 2.756
F 2.473 -1.257 3.851
F 2.095 -3.819 -1.698
F -4.922 -3.829 -2.972
F -4.779 -3.801 -5.206
F -4.783 2.912 2.635
F 2.214 -1.625 -2.206
F 2.757 -2.342 -0.096
F -4.584 -6.442 5.134
F 4.135 -2.726 -1.837
F -3.551 -2.349 -3.939
F -5.508 1.924 0.777
F -5.891 -4.600 4.048
F -2.726 -6.263 3.313
F 0.633 -1.389 5.018
F -4.584 0.704 2.408
F 2.617 -1.024 6.086
F -3.096 -4.542 -4.104
F -4.247 -4.499 2.102
F 1.661 0.655 4.770
F -3.409 -4.223 4.518
F -3.258 2.092 1.192
O -2.919 5.210 -1.500
O 7.794 -1.857 -1.577
O 2.388 0.208 -5.628
O -0.083 1.368 -0.280
O 4.122 -5.201 2.405
O 0.616 -7.943 1.003
O -2.964 4.897 6.212
O 4.095 2.908 2.718
O -7.730 -0.419 -6.501
O 0.803 6.805 -3.810
N -4.598 6.137 0.963
N 0.105 -1.761 -5.864
N -2.029 -7.704 -0.577
N -1.705 1.884 5.921
N -0.859 -1.353 0.865
N -6.580 0.199 -3.740
N 0.970 5.313 -6.665
N 6.293 0.720 -0.760
N 4.020 -4.333 5.369
N 5.250 2.252 5.548
C -6.519 -1.087 -2.852
C 0.004 -0.980 -0.381
C -2.822 -7.742 -1.932
C -1.064 5.846 -8.150
C -1.131 1.429 7.287
C 0.143 5.000 -7.999
C -3.116 2.553 6.074
C -0.666 2.617 -0.640
C 5.047 -3.147 5.281
C -3.789 5.974 6.503
C -3.109 -8.106 0.490
C 2.943 -4.296 4.223
C -6.992 -1.008 -1.417
C -2.190 -1.799 -7.134
C -0.356 0.308 -1.143
C 4.042 3.208 5.226
C 0.099 5.046 -5.417
C -5.828 1.412 -3.075
C 6.249 -3.190 4.295
C -0.466 -5.631 -1.402
C 3.163 -4.300 6.695
C 3.456 -4.074 2.817
C -0.385 -0.829 -4.740
C 1.108 -2.772 -5.220
C 0.743 -1.030 -7.072
C -6.532 -1.094 -6.072
C -6.952 5.758 -0.200
C -4.403 1.042 -2.491
C 5.474 1.228 4.403
C -0.189 -9.082 0.638
C 7.818 -0.706 -2.415
C -3.061 4.366 -2.611
C -0.367 7.423 -3.343
C 8.679 -2.953 -1.852
C -2.296 6.467 2.057
C -3.197 3.734 6.958
C 0.592 -4.048 -4.536
C -2.375 -1.357 0.528
C 4.843 -5.633 5.237
C 1.529 -8.194 2.079
C 3.788 1.071 -1.048
C -4.194 7.017 -0.265
C 6.560 1.949 0.223
C 6.571 3.057 5.702
C 6.684 3.793 7.095
C -1.410 -6.295 -0.294
C -1.815 0.632 5.021
C 4.061 -4.093 7.973
C -5.363 6.999 2.036
C 4.687 -4.971 1.139
C 5.133 0.863 -1.729
C -0.688 -0.318 1.973
C -3.845 6.276 -1.607
C -2.675 -2.366 -0.615
C 4.966 1.399 6.811
C 2.259 -0.546 -6.835
C -0.727 2.923 5.193
C -5.816 -0.110 -5.065
C -0.940 -3.310 2.739
C -1.178 3.489 3.844
C 4.060 3.825 3.807
C 0.728 5.439 -4.104
C -0.967 -8.731 -0.632
C 1.418 6.786 -6.687
C -3.408 5.514 1.633
C -2.491 -0.638 5.598
C 3.006 2.074 2.342
C -1.135 -2.611 -6.369
C -8.289 -1.034 -7.713
C 3.730 0.215 -5.152
C 2.255 4.527 -6.787
C -5.681 5.110 0.468
C 6.620 3.392 -0.356
C -8.056 0.509 -3.900
C 1.964 3.084 -6.926
C 6.121 0.495 7.334
C 6.149 -0.542 0.179
C -3.908 -6.723 -2.089
C -0.252 -2.684 1.429
C 7.679 0.556 -1.514
B 2.863 -2.654 -1.482
B 1.835 -0.714 4.980
B -4.091 -3.608 -4.058
B -4.507 1.909 1.780
H -6.853 6.412 -1.066
H 5.332 -5.642 4.263
H 5.687 1.879 0.873
H 1.362 -4.528 -3.931
H 2.222 -3.500 4.412
H 0.103 -1.856 -1.023
H -3.149 -2.311 -7.061
H 4.241 -6.492 5.533
H -3.546 -5.714 -1.887
H 3.037 0.793 -1.788
H -8.463 -2.110 -7.686
H 1.036 -8.877 2.771
H -0.042 3.938 -8.158
H -1.724 2.409 -0.799
H -5.822 2.232 -3.793
H -0.211 0.875 7.098
H -6.847 -0.055 -0.910
H 6.810 4.121 0.432
H -3.427 -9.089 0.141
H 7.689 4.197 7.215
H 0.962 -0.898 0.133
H -0.983 -1.411 -4.038
H -2.455 -0.935 -6.524
H 6.213 0.487 4.708
H 5.909 4.555 7.016
H -5.194 4.351 -0.144
H 1.684 -3.113 -6.080
H 3.046 0.986 2.402
H -3.696 0.783 -3.280
H -3.065 4.876 0.819
H 0.509 -0.462 -4.234
H -3.482 6.799 5.860
H 5.667 3.668 -0.808
H 0.241 2.431 5.100
H 4.349 -3.043 8.019
H -0.741 -9.348 1.540
H -2.717 -8.064 1.506
H 1.678 -7.253 2.609
H 0.327 0.518 -1.967
H 2.865 4.896 -7.612
H -0.580 3.677 5.967
H -0.779 0.393 4.782
H 3.184 2.548 5.355
H 7.118 -0.844 0.577
H -0.013 -4.668 -1.166
H 4.440 0.679 -5.837
H -6.664 -2.021 -5.514
H 2.978 -1.363 -6.905
H -6.094 4.507 1.277
H -3.623 6.409 7.488
H -0.196 -3.770 -3.837
H -2.026 -7.564 -2.655
H 2.456 -3.472 6.665
H -1.630 -3.151 -5.562
H -2.632 -0.355 0.185
H -3.742 4.893 2.464
H 2.111 6.958 -5.864
H 5.492 -4.237 1.180
H -6.478 -1.719 -0.770
H 4.092 0.762 6.682
H 5.087 -0.089 -2.257
H 4.825 -4.853 8.139
H 3.349 -4.229 8.787
H 0.767 -2.440 1.732
H 5.885 -3.145 3.269
H -0.961 0.001 -5.149
H 7.438 3.570 -1.054
H -2.052 -3.260 -0.629
H 3.970 -4.545 0.437
H -4.844 -6.940 -1.574
H 2.593 -5.224 6.785
H -3.728 1.739 6.462
H 0.332 -0.148 2.319
H -7.159 -1.822 -3.339
H -1.527 5.682 -9.123
H 2.176 2.251 3.027
H 5.370 1.736 -2.337
H 4.506 0.772 4.200
H 3.209 4.446 3.527
H -2.614 -1.369 4.799
H -0.754 -4.384 2.769
H -1.311 -0.746 2.758
H -0.283 -8.372 -1.401
H -3.538 2.732 5.085
H -7.592 4.937 -0.522
H -0.108 -3.422 0.641
H 1.755 -2.122 -4.631
H 1.669 2.684 -7.896
H 3.982 -0.789 -4.811
H -0.197 2.959 -1.563
H -0.563 3.375 0.136
H -4.074 3.970 -2.687
H 6.014 1.648 3.554
H -1.295 6.976 -3.700
H -5.521 -1.523 -2.904
H 2.789 4.738 -5.860
H -7.564 6.156 0.610
H -1.857 -1.109 6.349
H -5.855 6.404 2.805
H 6.926 -4.023 4.484
H 0.537 -9.867 0.426
H 2.532 -8.528 1.814
H -2.337 -1.964 -1.570
H -3.710 -2.701 -0.684
H -0.262 7.536 -2.264
H -0.989 -6.254 0.710
H -4.838 5.736 6.330
H -2.604 3.698 7.872
H -0.304 4.034 -5.453
H -9.309 -0.651 -7.716
H 3.530 0.433 -0.204
H 3.887 3.968 5.992
H -3.391 6.953 -2.331
H -1.502 2.751 3.109
H -0.365 8.373 -3.877
H -6.439 1.810 -2.265
H 1.247 2.728 -6.186
H -2.376 3.527 -2.488
H 5.064 -5.871 0.654
H 8.164 -3.597 -2.564
H -1.961 0.853 7.696
H -4.677 7.715 2.490
H -0.809 6.901 -8.056
H -5.675 0.838 -5.586
H -0.943 2.337 7.860
H -2.384 1.018 4.175
H -8.554 0.782 -2.970
H 7.389 2.355 5.539
H -4.766 5.931 -2.077
H 8.455 0.579 -0.749
H 2.338 -5.203 4.254
H -2.822 -1.549 1.504
H 0.739 -1.764 -7.878
H -4.864 -0.516 -4.723
H 9.617 -2.669 -2.329
H 3.682 0.842 -4.262
H 2.892 2.527 -6.794
H 1.688 4.956 -3.921
H -0.779 5.682 -5.537
H -0.573 -2.739 3.592
H -4.198 -6.575 -3.129
H -1.830 -1.418 -8.090
H -8.510 -0.314 -4.451
H -6.075 7.502 1.382
H -7.624 -0.811 -8.548
H -3.477 -0.471 6.032
H 0.103 5.014 -3.319
H -0.905 -5.609 -2.399
H -1.877 5.749 -7.431
H 1.811 6.970 -7.686
H 2.528 2.354 1.404
H 4.632 2.031 7.633
H 3.996 -3.131 2.731
H -4.571 0.229 -1.785
H -3.887 -7.344 0.523
H 8.769 -0.678 -2.946
H -2.607 7.147 2.850
H 5.895 -1.347 -0.510
H 0.543 7.423 -6.550
H 0.081 -0.212 -7.358
H 5.648 -5.616 5.972
H 8.812 -3.509 -0.924
H 7.418 1.814 0.881
H 7.055 1.015 7.544
H -3.513 7.813 0.039
H 4.941 4.458 3.699
H 4.421 -2.284 5.055
H -0.397 4.093 3.381
H -2.021 -3.207 2.826
H 0.928 5.253 -8.711
H 5.313 -3.104 6.337
H 0.236 -4.818 -5.221
H -2.212 -5.590 -0.074
H 5.407 -0.391 0.964
H 3.568 2.118 -0.840
H 0.436 -6.210 -1.602
H 7.850 1.487 -2.055
H -2.676 4.823 -3.523
H -1.510 -9.625 -0.937
H -3.193 -8.756 -2.075
H -4.246 3.739 7.254
H -1.496 5.872 2.498
H 6.406 -0.383 6.754
H 5.779 0.025 8.256
H -7.997 1.401 -4.524
H -1.373 0.276 -1.532
H -5.133 7.537 -0.451
H -5.920 -1.277 -6.956
H 2.567 -3.949 2.198
H 6.704 3.840 4.956
H 6.494 3.268 8.031
H -3.980 1.833 -1.873
H 6.819 -2.282 4.496
H 2.549 0.084 -7.676
H -0.668 -3.427 -6.920
H 7.017 -0.776 -3.151
H -8.066 -1.187 -1.367
H -2.042 4.130 4.017
H -1.845 6.974 1.204
H -1.140 0.629 1.678
*
```

Calculated values
DFT total energy = -8999.30086 hartree
frontier orbital gap = 0.306 Ha
molar mass = 1998.67 g mol⁻¹
HOMO = -16.7 eV

---

Copy entry 1 word for word.
Formula: C7H9O7PPm
Source: the OMol25 dataset
Level of theory: the ωB97M-V functional and the def2-TZVPD basis

Structure (ORCA input):
```
! wB97M-V def2-TZVPD RIJCOSX def2/J DEFGRID3
* xyz 3 5
Pm -1.006 -0.193 -2.025
P -0.979 -0.400 0.819
O -1.763 1.201 0.877
O -0.364 3.173 -2.013
O 2.736 -0.192 -2.602
O -3.080 -0.190 -5.279
O -0.872 -0.607 2.442
O -0.360 -3.577 -2.108
O 0.239 -1.801 0.534
C 1.630 -1.530 0.586
C -2.345 -0.200 -4.386
C 1.580 -0.178 -2.438
C -0.368 2.002 -2.068
C 0.293 -0.193 3.200
C -0.381 -2.396 -2.143
C -0.819 2.248 1.139
H 1.983 -2.018 1.495
H 0.872 -1.110 3.311
H 1.851 -0.437 0.621
H 2.088 -1.941 -0.317
H -0.688 2.411 2.221
H 0.895 0.582 2.670
H 0.178 2.072 0.672
H -0.016 0.204 4.155
H -1.305 3.070 0.637
*
```

Calculated values
DFT total energy = -1747.15997 hartree
frontier orbital gap (alpha / beta) = 0.218 / 0.228 Ha
⟨S²⟩ = 6.012
molar mass = 381.12 g mol⁻¹
relative energy (zero: lowest compared OMol25 entry of this formula, charge and spin) = 4.9927 eV
HOMO (alpha / beta) = -20.8 / -20.9 eV

---

> Which value of DFT total energy does entry 2 give?

-1409.65855 hartree

---

What did the first record say?
Formula: C7H9O7PPm
Source: the OMol25 dataset
Level of theory: the ωB97M-V functional and the def2-TZVPD basis

Structure (ORCA input):
```
! wB97M-V def2-TZVPD RIJCOSX def2/J DEFGRID3
* xyz 3 5
Pm -1.006 -0.193 -2.025
P -0.979 -0.400 0.819
O -1.763 1.201 0.877
O -0.364 3.173 -2.013
O 2.736 -0.192 -2.602
O -3.080 -0.190 -5.279
O -0.872 -0.607 2.442
O -0.360 -3.577 -2.108
O 0.239 -1.801 0.534
C 1.630 -1.530 0.586
C -2.345 -0.200 -4.386
C 1.580 -0.178 -2.438
C -0.368 2.002 -2.068
C 0.293 -0.193 3.200
C -0.381 -2.396 -2.143
C -0.819 2.248 1.139
H 1.983 -2.018 1.495
H 0.872 -1.110 3.311
H 1.851 -0.437 0.621
H 2.088 -1.941 -0.317
H -0.688 2.411 2.221
H 0.895 0.582 2.670
H 0.178 2.072 0.672
H -0.016 0.204 4.155
H -1.305 3.070 0.637
*
```

Calculated values
DFT total energy = -1747.15997 hartree
frontier orbital gap (alpha / beta) = 0.218 / 0.228 Ha
⟨S²⟩ = 6.012
molar mass = 381.12 g mol⁻¹
relative energy (zero: lowest compared OMol25 entry of this formula, charge and spin) = 4.9927 eV
HOMO (alpha / beta) = -20.8 / -20.9 eV